79
Properties=species:S:1:pos:R:3:forces:R:3 method="wB97M-V/def2-TZVPD" fmax_ev_per_a=3.913 spin_multiplicity=2 e_above_lowest_ev=0.215 homo_lumo_gap_ev="7.12 / 6.88" energy_ha=-1976.45268 lumo_energy_ev="-4.52 / -4.76" charge=+1
Pt 0.366491 -0.417597 -0.508223 1.631 0.881 -0.630
C 4.798791 -0.213097 -1.023223 -0.222 0.088 0.064
C 3.554291 -0.769997 -1.312223 0.206 -0.023 -0.016
N 2.629491 -0.213197 -0.545723 -1.474 -1.011 -0.196
N 3.225791 0.704103 0.225277 0.171 0.147 0.290
C 4.541691 0.719403 -0.042123 0.105 -0.219 -0.253
B 2.444691 1.703503 1.099177 -0.005 -0.562 0.181
N 1.520891 0.901603 2.063877 0.104 0.423 0.331
C 1.409091 1.066703 3.390677 -0.311 -0.232 0.138
C 0.583991 0.078703 3.888877 -0.012 0.101 -0.176
C 0.213191 -0.664297 2.773277 0.004 0.083 0.169
N 0.789391 -0.153997 1.691277 -0.565 -0.318 -1.198
N 1.565391 2.509103 0.114377 -0.057 0.645 0.271
C 1.284891 3.819103 0.000177 -0.144 -0.109 -0.152
C 0.508691 4.012703 -1.120523 -0.031 -0.173 -0.122
C 0.343591 2.736003 -1.649723 -0.042 0.311 0.068
N 0.969691 1.847303 -0.892823 -0.759 -1.458 0.257
N 3.416291 2.485803 1.956777 0.042 0.358 -0.059
C 3.745891 3.790303 2.124077 0.186 0.448 0.147
C 4.689591 3.874303 3.117777 -0.163 0.160 -0.195
C 4.898391 2.546503 3.513577 -0.176 0.288 -0.290
N 4.139191 1.739503 2.812877 0.060 -1.285 0.206
H 5.740491 -0.457397 -1.465923 0.213 -0.046 -0.078
H 3.305991 -1.528397 -2.026323 -0.167 -0.157 -0.067
H 5.213691 1.367303 0.480877 0.048 0.180 0.147
H 1.911791 1.854103 3.909077 0.224 0.155 0.052
H 0.299791 -0.084097 4.906977 -0.036 -0.030 0.213
H -0.411709 -1.535297 2.724077 -0.121 -0.133 -0.171
H 1.614491 4.549703 0.703677 0.181 0.084 0.217
H 0.118991 4.935103 -1.497823 -0.001 0.203 -0.088
H -0.173209 2.433003 -2.538223 -0.154 -0.129 -0.154
H 3.331291 4.584403 1.541977 -0.062 0.122 -0.154
H 5.160791 4.755003 3.502577 0.057 0.220 0.004
H 5.563491 2.165603 4.262277 0.120 -0.161 0.145
C -2.475309 -2.311497 0.478677 0.205 0.152 0.105
C -3.132109 -0.940797 0.340677 0.443 0.028 -0.115
C -4.590209 -1.107197 -0.079523 0.032 0.252 -0.016
P -2.052909 0.175603 -0.707623 -0.068 -0.649 -0.055
C -2.502009 1.916203 -0.164623 0.631 -0.152 0.052
C -1.754909 2.226103 1.131677 0.189 -0.021 -0.140
C -3.984309 2.206403 0.053377 -0.028 -0.277 -0.227
C -2.479809 0.029303 -2.524223 0.357 -0.088 0.282
C -3.824509 0.585603 -2.987523 0.164 0.138 0.170
C -2.283809 -1.420797 -2.964223 0.254 0.062 0.089
H -2.778809 -2.786197 1.408477 -0.084 -0.065 0.103
H -1.390109 -2.212697 0.466277 -0.125 -0.247 0.081
H -2.769609 -2.962097 -0.340223 0.075 -0.081 -0.128
H -3.098109 -0.449997 1.321977 0.039 0.071 -0.092
H -4.669109 -1.677697 -1.000823 -0.004 -0.043 -0.093
H -5.105609 -0.162197 -0.206023 -0.115 0.048 -0.040
H -5.111509 -1.666497 0.695777 -0.010 -0.060 0.057
H -2.128609 2.570103 -0.960723 0.014 -0.131 0.058
H -2.144709 1.626303 1.950477 -0.055 -0.071 0.154
H -1.880909 3.273403 1.394177 -0.050 0.106 0.035
H -0.693609 2.019403 1.045477 0.115 0.047 0.068
H -4.362209 1.644003 0.901677 -0.115 -0.068 0.102
H -4.592109 1.989903 -0.818223 -0.131 -0.022 -0.012
H -4.106009 3.263503 0.285377 0.092 0.063 0.014
H -1.690809 0.626003 -3.003023 -0.009 -0.012 0.093
H -4.661009 0.066803 -2.530323 -0.086 -0.008 0.051
H -3.900309 0.444603 -4.064923 0.027 -0.015 -0.056
H -3.908209 1.651503 -2.789223 -0.084 0.055 -0.024
H -3.094709 -2.054297 -2.614823 -0.094 -0.079 0.066
H -1.339309 -1.815797 -2.585423 -0.079 -0.155 -0.075
H -2.268609 -1.472597 -4.050623 -0.022 -0.001 -0.097
C -0.223809 -4.673797 -1.832123 0.130 0.575 0.413
C 0.695291 -3.742097 -0.999523 1.171 -2.071 0.196
C 2.155691 -4.004097 -1.455823 -0.578 0.182 0.359
C 0.592191 -4.098597 0.494877 -0.165 0.262 -0.307
O 0.357891 -2.452897 -1.264523 -1.146 3.741 0.049
H 0.058091 -5.708497 -1.667823 0.005 -0.161 0.000
H -0.124909 -4.438497 -2.887923 0.026 -0.002 -0.141
H -1.260409 -4.533997 -1.538623 -0.174 -0.019 0.033
H 2.368591 -5.066197 -1.401523 0.150 -0.156 -0.007
H 2.838991 -3.469197 -0.802123 0.177 0.036 0.039
H 2.285691 -3.668297 -2.481223 0.027 0.029 -0.134
H 1.055791 -5.060797 0.683877 0.097 -0.130 0.001
H -0.445809 -4.160097 0.807677 -0.129 0.023 0.085
H 1.105291 -3.338797 1.082077 0.081 0.063 0.102